Density functional theory data (ωB97M-V/def2-TZVPD) for a structure of composition C47H63AsN3O4S3Si3V.

Values from the calculation:
Energy   -205087.5863 eV
⟨S²⟩   3.759
Charge   +1
Multiplicity   4
Relative energy (zero: lowest compared OMol25 entry of this formula, charge and spin)   0.2837 eV
E_LUMO (spin up / spin down)   -2.90 / -2.91 eV
HOMO level (spin up / spin down)   -0.3646 / -0.3837 hartree

Last column: Mulliken spin population.
Positions of all 125 atoms, in Å:
V: -0.087 -0.368 0.283  2.73
C: -8.798 0.012 -0.372  0.00
C: -7.346 -0.091 -0.004  0.00
C: -6.944 -0.849 1.095  0.00
C: -5.608 -0.934 1.451  0.00
C: -4.672 -0.229 0.708  0.01
C: -5.038 0.518 -0.400  0.00
C: -6.376 0.577 -0.749  0.00
S: -2.972 -0.379 1.176  0.01
O: -2.178 0.131 -0.020  -0.03
C: -2.811 0.833 2.488  -0.01
C: -2.782 0.241 3.775  0.00
C: -2.721 1.028 4.887  0.00
C: -2.689 2.438 4.766  0.00
C: -2.632 3.270 5.911  0.00
C: -2.581 4.626 5.779  0.00
C: -2.583 5.216 4.496  0.00
C: -2.638 4.441 3.375  0.00
C: -2.692 3.027 3.478  0.00
C: -2.733 2.193 2.316  0.01
C: -2.779 2.863 0.984  0.00
C: -4.033 3.406 0.575  0.00
C: -5.206 3.262 1.362  0.00
C: -6.396 3.772 0.936  0.00
C: -6.486 4.453 -0.299  0.00
C: -5.377 4.611 -1.075  0.00
C: -4.123 4.097 -0.656  0.00
C: -2.960 4.262 -1.442  0.00
C: -1.762 3.751 -1.035  0.00
C: -1.675 3.051 0.185  -0.02
S: -0.046 2.311 0.495  0.02
O: 0.759 2.655 -0.713  0.01
C: 0.585 3.270 1.850  -0.02
C: 1.128 4.519 1.583  0.00
C: 1.621 5.269 2.637  0.00
C: 1.593 4.782 3.945  0.00
C: 2.169 5.589 5.073  0.00
C: 1.065 3.516 4.177  0.00
C: 0.563 2.756 3.134  0.04
H: -9.342 -0.890 -0.096  0.00
H: -8.925 0.178 -1.441  0.00
H: -9.264 0.850 0.151  0.00
H: -7.684 -1.395 1.667  0.00
H: -5.299 -1.548 2.289  0.00
H: -4.283 1.029 -0.984  0.00
H: -6.673 1.154 -1.616  0.00
H: -2.821 -0.840 3.863  0.00
H: -2.708 0.583 5.874  0.00
H: -2.632 2.808 6.891  0.00
H: -2.542 5.257 6.658  0.00
H: -2.538 6.293 4.403  0.00
H: -2.630 4.903 2.397  0.00
H: -5.156 2.733 2.306  0.00
H: -7.282 3.655 1.547  0.00
H: -7.438 4.854 -0.622  0.00
H: -5.432 5.137 -2.020  0.00
H: -3.030 4.801 -2.379  0.00
H: -0.868 3.867 -1.633  0.00
H: 1.174 4.882 0.564  0.00
H: 2.046 6.246 2.442  0.00
H: 2.051 6.657 4.896  0.00
H: 3.238 5.389 5.174  0.00
H: 1.695 5.338 6.021  0.00
H: 1.055 3.115 5.183  0.00
H: 0.159 1.772 3.328  0.02
O: 0.190 -0.644 2.409  0.03
H: -0.270 -0.290 3.179  0.01
H: 1.140 -0.429 2.538  0.01
O: 0.008 0.219 -1.796  0.00
H: 0.525 1.053 -1.774  0.01
H: -0.866 0.465 -2.127  0.01
C: 3.828 2.109 3.515  0.00
S: 2.917 0.577 3.792  0.00
C: 4.295 -0.556 4.051  0.00
H: 4.654 1.931 2.829  0.00
H: 4.204 2.496 4.461  0.00
H: 3.147 2.834 3.073  0.00
H: 4.864 -0.263 4.932  0.00
H: 4.950 -0.565 3.181  0.00
H: 3.881 -1.549 4.215  0.00
C: -2.345 -4.277 2.013  0.00
Si: -0.530 -4.409 1.565  0.01
C: -0.089 -6.174 1.143  0.00
C: 0.522 -3.842 3.012  0.00
As: -0.139 -2.963 -0.253  0.12
Si: 1.986 -3.642 -1.078  0.00
C: 1.898 -5.360 -1.826  0.00
C: 3.150 -3.670 0.382  0.00
C: 2.500 -2.420 -2.396  0.01
Si: -1.670 -3.622 -1.926  0.00
C: -3.257 -2.667 -1.659  0.00
C: -0.907 -3.160 -3.568  0.00
C: -2.089 -5.443 -1.890  0.00
H: -2.538 -4.823 2.940  0.00
H: -2.992 -4.694 1.238  0.00
H: -2.630 -3.234 2.165  0.00
H: -0.435 -6.823 1.953  0.00
H: 0.993 -6.297 1.068  0.00
H: -0.536 -6.525 0.215  0.00
H: 0.895 -4.710 3.561  0.00
H: -0.062 -3.233 3.705  0.00
H: 1.381 -3.252 2.695  0.00
H: 2.097 -6.136 -1.085  0.00
H: 2.663 -5.441 -2.604  0.00
H: 0.938 -5.582 -2.292  0.00
H: 2.927 -4.508 1.046  0.00
H: 3.117 -2.746 0.960  0.00
H: 4.173 -3.800 0.018  0.00
H: 2.263 -2.811 -3.387  0.00
H: 3.580 -2.261 -2.344  0.00
H: 2.019 -1.449 -2.289  0.00
H: -3.090 -1.589 -1.641  0.01
H: -3.745 -2.953 -0.723  0.00
H: -3.953 -2.889 -2.473  0.00
H: -0.514 -2.141 -3.560  0.00
H: -1.657 -3.232 -4.359  0.00
H: -0.086 -3.831 -3.828  0.00
H: -2.533 -5.745 -0.939  0.00
H: -1.236 -6.092 -2.089  0.00
H: -2.832 -5.630 -2.670  0.00
N: 6.095 0.882 1.144  0.01
C: 5.251 0.469 0.469  0.00
N: 4.336 -0.052 -0.331  0.02
C: 3.124 -0.162 0.034  0.10
N: 2.007 -0.398 0.297  -0.10


Density functional theory data (ωB97M-V/def2-TZVPD) for a cluster of 13 separate species, C47H71F19NO15P3 in total.

Values from the calculation:
Energy   -161604.6486 eV
⟨S²⟩   0.770
Charge   -1
Multiplicity   2
E_LUMO (spin up / spin down)   -1.38 / -5.69 eV
HOMO level (spin up / spin down)   -0.2676 / -0.2676 hartree

Last column: Mulliken spin population.
Positions of all 156 atoms, in Å:
C: 1.858 2.336 0.440  0.01
C: 1.345 0.847 0.239  -0.01
C: -0.139 0.619 0.642  0.00
N: -0.724 -0.782 0.245  0.00
C: 0.187 -1.963 0.666  0.00
C: -0.895 -0.790 -1.301  0.00
C: -2.378 -0.759 -1.568  0.00
C: -2.952 -1.546 -0.363  0.00
C: -2.119 -1.023 0.810  0.00
H: 1.600 2.900 -0.456  0.00
H: 2.940 2.347 0.570  0.01
H: 1.428 2.738 1.358  0.00
H: 2.030 0.246 0.836  0.00
H: 1.541 0.548 -0.791  0.00
H: -0.774 1.367 0.167  0.00
H: -0.299 0.536 1.717  0.00
H: 0.282 -1.883 1.748  0.00
H: 1.065 -1.884 0.025  0.00
H: -0.229 -2.933 0.392  0.00
H: -0.516 -1.728 -1.707  0.00
H: -0.400 0.036 -1.814  0.00
H: -2.692 -1.168 -2.529  0.00
H: -2.638 0.299 -1.592  0.00
H: -2.970 -2.627 -0.501  0.00
H: -3.970 -1.288 -0.074  0.00
H: -2.117 -1.655 1.698  0.00
H: -2.510 -0.030 1.033  0.00
P: -6.011 -0.268 -3.391  0.00
F: -5.605 -1.109 -2.066  0.00
F: -5.940 1.171 -2.608  0.00
F: -4.440 -0.240 -3.887  0.00
F: -6.554 0.699 -4.571  0.00
F: -6.334 -1.555 -4.393  0.00
F: -7.503 -0.488 -2.861  0.00
P: 1.718 -3.016 -3.540  0.00
F: 3.335 -2.857 -3.569  0.00
F: 1.787 -2.786 -5.147  0.00
F: 2.069 -4.609 -3.906  0.00
F: 0.104 -3.375 -3.512  0.00
F: 1.780 -3.266 -1.893  0.00
F: 1.450 -1.386 -3.233  0.00
P: -3.917 -4.599 2.591  0.00
F: -4.542 -4.979 4.043  0.00
F: -3.026 -5.970 2.683  0.00
F: -5.147 -5.486 1.972  0.00
F: -3.331 -4.340 1.110  0.00
F: -4.681 -3.167 2.588  0.00
F: -2.634 -3.801 3.187  0.00
C: -0.335 5.648 -3.376  0.00
O: -0.319 4.437 -2.497  0.00
C: -1.080 3.332 -2.772  0.00
O: -0.933 2.289 -2.115  0.00
O: -2.005 3.570 -3.728  0.00
C: -2.781 2.558 -4.181  0.00
H: 0.177 6.472 -2.878  0.00
H: -1.293 6.144 -3.536  0.00
H: 0.130 5.511 -4.352  0.00
H: -2.150 1.844 -4.709  0.00
H: -3.617 2.801 -4.837  0.00
H: -3.129 1.979 -3.325  0.00
C: 1.184 -4.715 2.320  0.00
O: 0.592 -5.008 3.515  0.00
C: -0.341 -5.966 3.582  0.00
O: -0.634 -6.811 2.786  0.00
O: -0.844 -5.900 4.916  0.00
C: -1.939 -6.731 5.298  0.00
H: 1.902 -5.500 2.082  0.00
H: 1.819 -3.836 2.430  0.00
H: 0.464 -4.408 1.561  0.00
H: -2.823 -6.094 5.279  0.00
H: -1.741 -7.013 6.333  0.00
H: -2.274 -7.576 4.697  0.00
C: 3.892 4.708 -1.291  0.00
O: 2.829 5.309 -0.486  0.00
C: 2.422 6.624 -0.624  0.00
O: 2.844 7.445 -1.383  0.00
O: 1.375 6.717 0.211  0.00
C: 0.631 7.928 0.310  0.00
H: 4.067 5.340 -2.162  0.00
H: 3.678 3.732 -1.725  0.00
H: 4.795 4.764 -0.684  0.00
H: 0.107 8.174 -0.613  0.00
H: 1.257 8.794 0.523  0.00
H: -0.128 7.901 1.091  0.00
C: -0.542 -5.993 -1.719  0.00
O: -1.729 -6.740 -1.976  0.00
C: -2.464 -7.110 -0.974  0.00
O: -2.163 -7.406 0.210  0.00
O: -3.694 -7.315 -1.491  0.00
C: -4.822 -7.548 -0.668  0.00
H: -0.878 -5.123 -1.155  0.00
H: -0.021 -5.719 -2.636  0.00
H: 0.178 -6.596 -1.165  0.00
H: -5.720 -7.012 -0.975  0.00
H: -4.686 -7.283 0.381  0.00
H: -5.048 -8.610 -0.764  0.00
C: 2.209 -0.214 -6.516  0.00
O: 1.387 -0.899 -7.384  0.00
C: 0.150 -1.281 -7.055  0.00
O: -0.543 -2.104 -7.748  0.00
O: -0.401 -0.547 -5.998  0.00
C: -1.485 -1.054 -5.216  0.00
H: 2.030 0.861 -6.550  0.00
H: 3.192 -0.562 -6.831  0.00
H: 2.136 -0.563 -5.486  0.00
H: -2.446 -0.764 -5.641  0.00
H: -1.478 -0.581 -4.234  0.00
H: -1.504 -2.143 -5.170  0.00
F: 5.515 2.185 -1.561  0.04
C: 5.321 0.981 -0.957  0.31
C: 4.384 0.091 -1.526  0.18
C: 4.153 -1.168 -0.923  -0.02
C: 4.689 -1.341 0.355  0.19
C: 5.671 -0.534 0.862  0.22
C: 6.026 0.663 0.161  -0.01
H: 3.811 0.315 -2.413  0.01
H: 3.474 -1.916 -1.305  0.02
H: 4.273 -2.147 0.942  0.04
H: 6.122 -0.627 1.838  -0.01
H: 6.749 1.405 0.464  0.01
C: 4.723 4.310 2.474  0.00
C: 3.427 4.552 2.909  0.00
C: 2.990 4.285 4.175  0.00
C: 3.856 3.620 5.000  0.00
C: 5.144 3.251 4.560  0.00
C: 5.598 3.667 3.319  0.00
H: 5.023 4.710 1.517  0.00
H: 2.775 5.043 2.202  0.00
H: 2.021 4.682 4.440  0.00
H: 3.540 3.236 5.959  0.00
H: 5.739 2.755 5.313  0.00
H: 6.595 3.476 2.952  0.00
C: -2.677 3.709 1.541  0.00
C: -1.347 4.025 1.295  0.00
C: -0.674 4.918 2.123  0.00
C: -1.258 5.494 3.258  0.00
C: -2.614 5.216 3.550  0.00
C: -3.297 4.308 2.660  0.00
H: -3.286 3.053 0.936  0.00
H: -0.720 3.606 0.522  0.00
H: 0.381 5.128 2.024  0.00
H: -0.703 6.060 3.992  0.00
H: -3.086 5.529 4.470  0.00
H: -4.338 4.096 2.856  0.00
C: -0.097 1.210 4.178  0.00
C: 1.293 1.076 4.076  0.00
C: 1.926 -0.107 4.245  0.00
C: 1.119 -1.240 4.388  0.00
C: -0.279 -1.087 4.394  0.00
C: -0.865 0.112 4.383  0.00
H: -0.662 2.130 4.163  0.00
H: 1.893 1.965 3.953  0.00
H: 3.001 -0.217 4.242  0.00
H: 1.552 -2.225 4.485  0.00
H: -0.934 -1.922 4.597  0.00
H: -1.934 0.179 4.522  0.00


Density functional theory data (ωB97M-V/def2-TZVPD) for a cluster of 6 separate species, C47H78Cl2F14N5O8S2 in total.

Values from the calculation:
Energy   -158582.0311 eV
Charge   +1
E_LUMO   -2.69 eV
HOMO level   -0.3940 hartree

Last column: Löwdin charge in e.
Positions of all 156 atoms, in Å:
C: -4.948 2.599 4.924  -0.09
C: -3.472 2.552 5.121  -0.70
Cl: -2.947 3.620 6.333  0.83
C: -2.580 1.785 4.478  -0.60
Cl: -0.938 1.947 4.958  0.86
N: -2.929 0.790 3.409  0.05
C: -1.683 0.127 2.806  -0.46
F: -2.186 -0.916 2.106  0.12
F: -0.993 -0.458 3.796  0.09
C: -0.737 0.924 1.935  -0.11
C: -0.652 2.312 1.823  -0.05
C: 0.256 2.901 0.948  -0.01
C: 1.090 2.108 0.146  0.03
C: 1.012 0.720 0.263  -0.08
C: 1.874 -0.182 -0.579  -0.61
F: 1.154 -1.226 -1.024  0.15
F: 2.901 -0.682 0.097  0.17
F: 2.331 0.454 -1.652  0.16
C: 0.112 0.127 1.143  0.07
C: -3.845 -0.332 3.986  -0.18
N: -3.257 -1.216 4.937  0.13
C: -2.798 -2.334 4.747  -0.74
S: -1.900 -3.573 4.575  0.90
C: -4.923 -0.792 2.973  -0.16
C: -5.117 -2.275 2.644  -0.13
C: -4.122 -3.067 1.819  -0.22
C: -4.485 -4.566 1.887  -0.27
N: -3.814 -5.358 0.854  0.01
C: -4.991 0.321 1.862  -0.25
C: -4.672 -0.152 0.423  -0.05
C: -5.718 -0.913 -0.393  -0.48
O: -6.264 -1.909 -0.032  0.12
N: -5.961 -0.335 -1.640  -0.17
C: -4.789 -0.422 -2.527  -0.03
C: -7.151 -0.893 -2.269  -0.05
S: -6.670 1.025 1.975  0.81
O: -7.001 1.305 3.344  -0.26
O: -7.592 0.139 1.340  -0.20
C: -6.927 2.707 1.164  -0.45
F: -6.313 3.678 1.851  0.12
F: -8.240 2.874 1.383  0.15
C: -6.742 2.865 -0.354  -0.38
F: -7.529 1.965 -0.939  0.18
F: -5.467 2.631 -0.721  0.14
C: -7.161 4.252 -0.949  -0.35
F: -6.827 4.148 -2.250  0.17
F: -8.468 4.433 -0.885  0.20
C: -6.412 5.506 -0.399  -0.57
F: -7.105 6.045 0.585  0.20
F: -5.199 5.191 0.042  0.18
F: -6.286 6.394 -1.359  0.22
C: -3.727 1.256 2.191  -0.22
N: -3.704 2.665 1.928  0.13
H: -5.275 2.688 3.901  0.04
H: -5.468 1.749 5.355  0.10
H: -5.353 3.460 5.443  0.09
H: -1.280 2.949 2.418  0.08
H: 0.319 3.972 0.846  0.12
H: 1.785 2.536 -0.557  0.13
H: 0.068 -0.949 1.204  0.14
H: -4.451 0.266 4.652  0.12
H: -5.823 -0.607 3.557  0.13
H: -5.172 -2.766 3.620  0.13
H: -6.121 -2.381 2.253  0.12
H: -4.123 -2.828 0.762  0.09
H: -3.097 -2.996 2.172  0.06
H: -5.563 -4.657 1.795  0.12
H: -4.156 -4.937 2.857  0.09
H: -4.428 -5.466 0.057  0.07
H: -3.008 -4.863 0.494  0.06
H: -4.379 0.702 -0.182  0.10
H: -3.778 -0.767 0.466  0.12
H: -4.488 -1.456 -2.690  0.10
H: -3.970 0.162 -2.116  0.08
H: -5.056 0.038 -3.472  0.10
H: -7.996 -0.851 -1.596  0.09
H: -6.998 -1.906 -2.639  0.10
H: -7.392 -0.271 -3.128  0.09
H: -3.102 0.925 1.369  0.12
H: -4.199 2.945 1.100  0.08
H: -3.735 3.302 2.706  0.09
C: 5.837 0.236 -1.252  -0.08
C: 5.543 0.540 -2.711  -0.29
O: 5.726 1.897 -3.065  -0.16
C: 7.037 2.411 -2.894  -0.28
C: 8.094 1.689 -3.710  -0.08
H: 5.237 0.874 -0.600  0.07
H: 5.607 -0.807 -1.031  0.08
H: 6.885 0.404 -1.004  0.07
H: 4.495 0.323 -2.919  0.10
H: 6.132 -0.110 -3.368  0.11
H: 7.310 2.418 -1.832  0.11
H: 6.982 3.453 -3.208  0.12
H: 8.207 0.648 -3.405  0.06
H: 9.063 2.174 -3.589  0.08
H: 7.828 1.696 -4.768  0.08
C: -2.614 8.091 6.305  -0.07
C: -1.981 7.022 7.178  -0.30
O: -0.803 6.453 6.636  -0.18
C: 0.273 7.351 6.410  -0.28
C: 0.770 8.050 7.663  -0.08
H: -2.814 7.701 5.306  0.08
H: -3.553 8.428 6.745  0.08
H: -1.969 8.963 6.196  0.07
H: -2.677 6.190 7.287  0.07
H: -1.794 7.406 8.186  0.11
H: 0.005 8.083 5.641  0.11
H: 1.074 6.739 5.994  0.12
H: 0.010 8.702 8.096  0.07
H: 1.639 8.663 7.429  0.08
H: 1.051 7.319 8.422  0.08
C: 4.399 -0.029 -6.620  -0.07
C: 3.158 -0.901 -6.549  -0.29
O: 3.002 -1.782 -7.644  -0.16
C: 4.042 -2.723 -7.836  -0.28
C: 4.253 -3.664 -6.661  -0.08
H: 4.419 0.539 -7.551  0.08
H: 4.415 0.670 -5.782  0.07
H: 5.315 -0.620 -6.574  0.07
H: 2.269 -0.268 -6.561  0.12
H: 3.135 -1.458 -5.603  0.10
H: 4.978 -2.214 -8.093  0.11
H: 3.749 -3.299 -8.714  0.12
H: 4.582 -3.133 -5.767  0.06
H: 5.014 -4.405 -6.907  0.08
H: 3.325 -4.182 -6.417  0.08
C: 10.939 -0.968 -6.027  -0.08
C: 11.768 -0.210 -5.004  -0.28
O: 11.384 -0.454 -3.663  -0.17
C: 11.481 -1.796 -3.223  -0.29
C: 12.885 -2.372 -3.292  -0.08
H: 9.878 -0.746 -5.899  0.07
H: 11.237 -0.683 -7.037  0.08
H: 11.065 -2.048 -5.937  0.07
H: 11.634 0.861 -5.159  0.12
H: 12.835 -0.418 -5.141  0.11
H: 10.777 -2.432 -3.772  0.11
H: 11.147 -1.782 -2.185  0.12
H: 13.249 -2.438 -4.318  0.07
H: 12.899 -3.377 -2.870  0.08
H: 13.582 -1.748 -2.732  0.08
C: -1.064 -9.051 1.563  -0.08
C: -1.308 -8.893 0.072  -0.28
O: -1.088 -7.579 -0.409  -0.17
C: 0.218 -7.065 -0.249  -0.29
C: 1.296 -7.868 -0.959  -0.08
H: -1.674 -8.341 2.124  0.08
H: -1.322 -10.062 1.879  0.08
H: -0.020 -8.878 1.828  0.07
H: -2.353 -9.107 -0.148  0.12
H: -0.711 -9.615 -0.496  0.11
H: 0.460 -6.956 0.815  0.10
H: 0.185 -6.058 -0.668  0.11
H: 1.390 -8.874 -0.549  0.07
H: 2.262 -7.375 -0.854  0.08
H: 1.063 -7.963 -2.020  0.08


- Among the records above, which one has the highest energy?
  C47H78Cl2F14N5O8S2


- What is the energy in the third record?
  -158582.0311 eV